This record from the Open Molecules 2025 dataset describes a structure of composition C21H56CaO25PS7 at a distorted geometry. The level of theory is wB97M-V/def2-TZVPD.

Structure (XYZ):
```
111
Properties=species:S:1:pos:R:3:forces:R:3:lowdin_charge:R:1
Ca 0.6482 0.8124 -0.8216 1.1 1.7 -1.0 1.298
P 2.5305 1.8292 -2.7712 1.1 8.9 3.0 0.037
O 1.7310 2.5773 -1.6106 -3.0 -1.7 2.8 -0.604
O 3.8817 2.5062 -2.3458 1.9 -4.2 -0.5 -0.488
O 2.1671 2.9451 -3.8184 -1.5 -3.3 -3.5 -0.466
O 1.9710 0.3753 -2.5594 1.0 -1.0 -1.9 -0.557
O -1.8342 -0.2706 -1.0318 -1.3 -1.1 0.1 -0.298
S -2.9727 -1.0132 -1.5000 -1.3 0.2 -0.7 0.649
O -3.0867 -1.4732 -2.8619 0.2 0.4 1.1 -0.261
O -3.1887 -2.3298 -0.5350 1.2 1.0 0.2 -0.293
C -3.9377 -3.4657 -0.9729 -1.1 0.2 0.2 -0.267
C -3.6787 -4.5942 0.0071 0.8 0.5 -0.2 -0.054
C -4.5182 -0.1255 -1.0581 0.9 -0.9 0.4 -0.085
H -3.6974 -3.6980 -2.0089 0.1 -0.1 0.1 0.121
H -4.9951 -3.1930 -0.8809 -0.1 0.0 -0.4 0.113
H -3.8426 -4.2538 1.0292 -0.1 0.0 0.0 0.076
H -2.6164 -4.8288 -0.1001 -0.1 -0.4 0.2 0.066
H -4.3105 -5.4590 -0.1809 0.1 0.0 -0.2 0.081
H -4.6069 0.8024 -1.6130 0.0 -0.1 -0.3 0.070
H -4.5045 0.0782 0.0106 0.3 0.2 0.0 0.046
H -5.3010 -0.8680 -1.2049 -0.1 0.3 -0.5 0.056
O -0.4866 0.8518 3.7553 0.2 -0.5 -0.3 -0.253
S -0.8118 0.0408 2.6237 -0.7 -1.1 -0.8 0.637
O -0.1720 0.1871 1.3416 -0.6 0.0 1.4 -0.356
O -0.6228 -1.5171 3.0299 0.1 1.5 0.7 -0.256
C -0.6288 -2.4975 1.9838 0.8 -1.1 0.2 -0.245
C -0.8342 -3.8393 2.7081 -0.7 0.3 -0.8 -0.045
C -2.6130 0.0073 2.4476 0.9 0.2 -0.7 -0.080
H 0.3433 -2.5304 1.4932 -0.1 0.5 -0.1 0.091
H -1.4079 -2.2667 1.2603 0.0 -0.2 -0.1 0.094
H -1.9080 -3.9834 2.8401 0.1 -0.1 0.5 0.067
H -0.2970 -3.8846 3.6522 -0.1 0.2 0.1 0.077
H -0.4933 -4.6751 2.0955 0.1 0.1 -0.2 0.057
H -2.9998 -0.3367 3.4008 -0.2 0.0 -0.1 0.077
H -2.8067 -0.6570 1.6052 -0.1 -0.3 0.3 0.042
H -3.0051 0.9680 2.1157 0.2 0.2 0.4 0.046
O -0.9031 2.6170 0.0151 -1.7 0.9 0.5 -0.298
S -2.1773 3.2315 0.2749 0.7 0.2 0.9 0.645
O -3.4210 2.5079 0.1534 0.6 0.3 -0.1 -0.286
O -2.0782 3.7498 1.8416 0.1 -0.7 -1.3 -0.278
C -3.2476 4.3501 2.4135 0.4 0.2 0.6 -0.276
C -3.3940 3.8327 3.8461 0.4 0.2 -0.2 -0.054
C -2.3087 4.8147 -0.5275 0.1 -0.2 -0.7 -0.083
H -4.1181 4.2091 1.7724 -0.1 -0.4 0.2 0.108
H -3.0465 5.4243 2.4600 -0.1 0.0 -0.1 0.119
H -2.5565 4.1724 4.4594 -0.1 0.5 -0.1 0.081
H -3.2879 2.7533 3.9577 -0.6 -0.1 -0.4 0.068
H -4.3277 4.2275 4.2450 0.0 -0.3 0.2 0.077
H -2.2659 4.6873 -1.6102 0.1 -0.4 0.0 0.077
H -1.4585 5.4267 -0.2368 0.0 -0.1 0.2 0.075
H -3.2658 5.2843 -0.3098 0.0 -0.1 0.3 0.073
O 4.7748 -1.3353 0.2976 -0.7 -0.1 0.5 -0.256
S 3.5202 -0.9738 0.9001 0.1 1.6 0.6 0.642
O 2.5237 -0.2769 0.1530 0.8 -1.1 0.7 -0.346
O 2.8253 -2.3127 1.5257 0.4 0.5 -0.3 -0.274
C 3.7270 -3.4172 1.7714 -0.8 -0.2 -0.7 -0.257
C 2.8770 -4.6316 2.0936 0.7 -0.2 0.1 -0.056
C 3.7255 -0.0356 2.4530 0.0 -0.8 -0.5 -0.077
H 4.4365 -3.1837 2.5655 -0.1 0.1 0.0 0.119
H 4.2524 -3.5891 0.8333 0.3 -0.1 0.2 0.111
H 2.3690 -5.0336 1.2186 -0.2 0.3 -0.1 0.055
H 2.1618 -4.4459 2.8932 0.0 0.0 0.0 0.073
H 3.5911 -5.4038 2.3942 -0.2 -0.1 0.3 0.081
H 4.0614 0.9857 2.2977 0.0 -0.1 -0.5 0.060
H 4.4325 -0.5694 3.0874 0.0 -0.1 0.0 0.062
H 2.7269 -0.0338 2.8852 0.0 0.1 0.1 0.066
O -2.7840 2.4909 -3.6291 0.5 -0.6 0.4 -0.330
S -1.3947 2.0820 -3.7525 1.0 1.0 -2.3 0.646
O -0.6511 1.6066 -2.6274 -1.3 0.0 -0.6 -0.388
O -1.3608 0.9571 -4.9467 -0.7 1.3 1.5 -0.273
C -0.0898 0.2921 -5.1419 0.2 -0.4 -0.2 -0.263
C 0.0467 0.1636 -6.6390 0.2 -0.3 -0.6 -0.073
C -0.4950 3.4581 -4.6144 -1.8 -1.5 0.3 -0.088
H -0.1917 -0.6677 -4.6326 0.3 0.0 -0.1 0.111
H 0.7455 0.8510 -4.7059 -0.1 0.0 0.1 0.080
H -0.8075 -0.3480 -7.0875 -0.2 0.2 0.1 0.070
H 0.9135 -0.4159 -6.9681 0.2 0.0 0.5 0.076
H 0.1633 1.1412 -7.1098 -0.2 0.1 0.1 0.075
H -0.2322 4.1859 -3.8560 0.7 -0.2 -0.1 0.067
H -1.2527 3.8333 -5.3045 -0.2 0.1 0.1 0.052
H 0.2754 2.9355 -5.1698 0.8 0.6 0.6 0.030
O -0.4461 -2.9414 -2.8803 0.6 -0.2 1.4 -0.277
S 0.5274 -2.7919 -1.8102 1.2 1.0 -2.2 0.658
O 0.5069 -1.6179 -0.9726 -0.5 -2.3 -0.1 -0.361
O 0.5055 -4.1295 -0.8808 0.5 0.9 0.1 -0.270
C 0.1910 -5.3726 -1.5134 -1.7 -0.5 0.2 -0.291
C 0.4958 -6.5368 -0.5619 0.3 1.5 -1.1 -0.054
C 2.2117 -2.9177 -2.5306 -1.3 -0.1 1.4 -0.053
H 0.6520 -5.5738 -2.4825 0.4 0.6 0.1 0.119
H -0.8851 -5.3155 -1.7038 0.0 -0.2 -0.2 0.103
H 0.0635 -6.3334 0.4130 0.0 -0.3 0.1 0.064
H 1.5854 -6.5544 -0.5316 0.0 -0.6 0.4 0.075
H 0.0835 -7.4000 -1.0796 0.1 -0.3 0.5 0.082
H 2.3014 -2.1421 -3.2871 0.0 0.0 0.0 0.071
H 2.3159 -3.9583 -2.8269 0.1 0.1 -0.4 0.053
H 2.8507 -2.7067 -1.6741 0.2 0.1 -0.2 0.059
O 3.1926 4.1552 0.3924 -0.5 -0.3 1.4 -0.230
S 2.3860 3.5335 1.4030 0.2 1.0 -2.3 0.650
O 1.7915 2.2402 1.2062 0.4 0.9 1.3 -0.315
O 3.2932 3.4152 2.7635 -0.8 -0.3 -0.3 -0.265
C 4.1481 4.5082 3.0609 0.3 1.1 0.2 -0.301
C 4.8002 4.2360 4.3983 0.5 0.0 0.3 -0.075
C 1.1332 4.7807 1.9246 0.3 -1.7 0.2 -0.082
H 3.6093 5.4627 3.0832 -0.4 -0.2 0.3 0.103
H 4.8759 4.7155 2.2737 0.1 -0.7 -0.1 0.124
H 5.3735 3.3092 4.3504 -0.1 -0.1 0.0 0.076
H 4.1301 4.1892 5.2577 -0.4 -0.2 -0.3 0.074
H 5.5058 5.0226 4.6780 0.1 0.1 -0.4 0.074
H 0.5224 4.2586 2.6624 0.1 0.3 0.3 0.058
H 0.4713 5.0126 1.0969 0.4 0.0 -0.3 0.049
H 1.6792 5.6347 2.3075 -0.2 0.1 0.0 0.046
```
Forces are in eV/Å.

2S+1 ... 1
Electronic energy ... -177446.4680 eV
Molecular weight ... 1004.17 g/mol
ΔE to the lowest compared entry with this formula, charge and spin ... 58.67 kJ/mol
Charge ... -1
LUMO energy ... 1.6 eV

---

This record from the Open Molecules 2025 dataset describes a cluster of 8 separate species, C21H56N8O8 in total at a distorted geometry. The level of theory is wB97M-V/def2-TZVPD.

Structure (XYZ):
```
93
Properties=species:S:1:pos:R:3:forces:R:3:lowdin_charge:R:1
O 5.2115 0.7392 -1.5997 -0.2 -0.2 0.7 -0.065
H 4.3041 1.0088 -1.8105 -0.4 0.2 -0.1 -0.012
H 5.6987 1.0013 -2.3682 0.6 0.2 -0.5 0.032
O 3.7507 -0.9874 0.1430 1.0 0.2 0.5 -0.075
H 4.5471 -0.4350 -0.0212 -0.6 -0.4 -0.2 0.045
H 3.0106 -0.4355 -0.1152 -0.3 0.1 -0.2 -0.008
O 1.4338 -5.6392 3.1724 0.3 1.6 -0.3 -0.038
H 2.2676 -5.2997 3.5356 -0.2 0.0 0.3 0.035
H 1.4405 -6.5698 3.2440 0.1 -1.5 0.2 0.027
C 2.2613 2.3194 0.7407 -0.3 -0.2 0.5 -0.039
C 1.2992 3.0614 1.6976 -0.3 0.8 -0.6 -0.533
C 0.0483 3.3416 0.8247 0.8 0.8 0.4 -0.141
C -1.0800 3.8624 1.6971 -1.0 -1.2 -1.2 -0.181
C -1.4392 2.7964 2.7565 -0.8 1.2 -0.3 -0.137
C -0.2904 2.5616 3.7381 -0.4 -1.2 -1.5 -0.482
N 0.9011 2.2370 2.8168 -1.4 -1.4 0.8 -0.085
O 1.9972 2.0450 3.6726 0.9 0.1 0.7 -0.047
C -0.0413 3.7436 4.6313 0.8 0.3 1.1 -0.037
C -0.6651 1.2594 4.5452 0.3 1.6 -0.1 -0.022
C 1.9148 4.4159 2.1499 2.0 -1.0 -1.5 -0.019
H 3.2687 2.1253 1.1936 -0.8 0.2 -0.6 0.100
H 2.3172 2.9662 -0.1568 0.5 -0.5 0.4 0.085
H 1.7437 1.3837 0.4276 0.6 0.4 0.2 0.081
H 0.4321 4.0240 0.0364 -0.6 0.0 0.5 0.132
H -0.3084 2.4748 0.2848 0.2 -0.6 0.1 0.091
H -1.9792 3.9136 1.0976 -0.3 0.1 -0.5 0.097
H -0.9376 4.8793 1.9764 0.3 0.7 1.0 0.092
H -1.6478 1.8693 2.1985 0.2 0.2 0.2 0.112
H -2.4458 3.0841 3.1984 1.4 -0.3 0.1 0.142
H 0.8561 3.5442 5.2504 0.0 0.3 -0.7 0.092
H 0.0452 4.7209 4.0931 -0.2 -0.9 0.7 0.088
H -0.7814 3.7578 5.4311 -0.6 0.4 -0.3 0.083
H -1.5528 1.4321 5.1686 0.0 0.1 -0.4 0.084
H -0.8608 0.4418 3.8617 0.2 -0.2 0.0 0.074
H 0.1319 1.0701 5.2416 0.5 -0.6 0.2 0.064
H 1.1467 5.1023 2.3399 -1.0 1.2 0.1 0.030
H 2.5683 4.7739 1.2600 -0.9 -0.2 1.8 0.118
H 2.4918 4.3001 3.0906 0.0 0.0 -0.8 0.089
H 2.5484 1.3660 3.2709 -0.2 -0.1 -0.1 0.075
C -2.4691 1.4432 -1.4000 0.7 0.5 -0.7 -0.046
C -3.1463 0.2886 -2.1387 0.3 -0.2 -1.0 -0.480
C -3.9172 0.8115 -3.3891 0.5 -1.9 0.4 -0.119
C -4.4261 -0.3658 -4.2677 0.6 1.0 0.3 -0.154
C -3.1923 -1.0899 -4.8066 0.0 -0.8 0.6 -0.135
C -2.2608 -1.6483 -3.6788 -0.4 0.4 -1.0 -0.497
N -2.0367 -0.5928 -2.6820 -0.5 1.2 0.3 -0.113
O -1.1603 -0.9899 -1.6498 -0.3 -0.7 0.3 -0.060
C -2.7587 -2.9627 -3.0749 -0.8 0.7 -1.0 -0.009
C -0.9306 -1.8832 -4.4468 -1.0 -0.9 2.9 -0.020
C -4.1291 -0.3376 -1.1576 0.8 0.2 0.2 -0.026
H -3.1794 2.2115 -1.0872 -0.1 0.0 -0.3 0.091
H -1.6486 1.8708 -2.0212 -0.8 0.0 0.4 0.078
H -1.9866 1.1267 -0.4904 0.2 -0.4 0.3 0.058
H -4.6998 1.4551 -3.0443 -0.5 0.5 0.0 0.109
H -3.2233 1.3238 -4.0156 0.5 0.9 -0.3 0.105
H -5.0099 0.0704 -5.0835 -0.1 -0.3 0.1 0.110
H -5.0562 -0.9995 -3.6431 -0.1 -0.3 -0.3 0.103
H -2.5204 -0.4677 -5.3948 -0.4 0.7 -0.1 0.107
H -3.4254 -1.9129 -5.5152 -0.1 0.2 0.7 0.127
H -3.6786 -2.8350 -2.4560 0.9 -0.3 -0.4 0.093
H -2.9492 -3.6117 -3.9251 -0.5 -0.2 -0.1 0.087
H -1.9391 -3.4377 -2.5999 0.5 -0.4 1.2 0.042
H -0.5802 -0.9826 -4.8608 0.9 1.2 -0.1 0.066
H -0.3017 -2.4233 -3.7309 0.6 0.4 -0.5 0.088
H -1.1520 -2.5144 -5.2427 -0.3 -1.4 -1.5 0.063
H -3.6051 -0.5712 -0.2361 -0.1 0.1 0.3 0.086
H -4.5761 -1.2453 -1.4762 -0.6 -0.7 -0.5 0.049
H -4.8936 0.4058 -0.9832 -0.3 0.1 0.3 0.090
H -1.5399 -1.7336 -1.1206 0.3 0.3 -0.6 0.093
C 1.6920 0.7441 -2.4610 -2.6 -1.1 -1.7 -0.613
O 2.6630 1.4680 -2.4791 0.7 0.8 0.3 0.021
N 1.7443 -0.5590 -2.0081 1.3 0.7 0.2 0.171
N 0.4543 1.0905 -3.0074 1.5 -1.5 1.2 0.186
H 2.6535 -0.9600 -2.1776 0.1 -0.1 0.3 0.105
H 0.9937 -1.1907 -2.1456 -1.0 -0.2 -0.1 0.058
H -0.3006 0.4184 -3.1237 0.1 0.2 0.3 0.052
H 0.3416 1.9797 -3.3882 0.0 1.5 -0.5 0.080
C 3.3756 -2.6143 3.4613 -0.6 0.0 0.9 -0.680
O 3.2005 -3.3268 4.4644 0.1 0.3 -1.1 -0.012
N 4.1710 -2.9646 2.4252 0.6 -0.7 -0.8 0.161
N 2.7475 -1.4013 3.3170 -0.3 0.2 0.7 0.152
H 4.4864 -3.9233 2.4011 0.0 0.3 0.2 0.105
H 4.2462 -2.4597 1.5432 -0.5 0.1 0.5 0.069
H 2.9862 -0.8121 2.5266 -0.2 -0.2 0.3 0.071
H 2.2584 -1.0293 4.1482 0.6 -0.4 -1.1 0.120
C 0.2940 -4.0798 0.0937 1.9 -1.8 1.5 -0.634
O -0.4535 -3.5822 -0.7019 -1.0 0.7 -1.2 0.031
N 1.0490 -5.2541 -0.2277 -0.8 0.2 -0.9 0.128
N 0.5418 -3.6195 1.3485 0.1 -0.5 -1.1 0.180
H 0.6996 -5.7971 -1.0157 0.0 0.7 0.3 0.091
H 1.5918 -5.8532 0.3791 -0.3 0.8 0.6 0.073
H 0.2044 -2.7215 1.6386 0.1 0.0 0.1 0.107
H 1.1450 -4.2099 1.8935 -0.2 0.3 0.6 0.041
```
Forces are in eV/Å.

2S+1 ... 1
Electronic energy ... -50987.4569 eV
Molecular weight ... 548.73 g/mol
ΔE to the lowest compared entry with this formula, charge and spin ... 0.00 kJ/mol
LUMO energy ... 0.5 eV
SMILES string ... CC1(C)CCCC(C)(C)N1O.CC1(C)CCCC(C)(C)N1O.NC(N)=O.NC(N)=O.NC(N)=O.O.O.O